1.
ORCA calculation (wB97M-V/def2-TZVPD) on 12 unconnected molecules or ions with the total composition C38H114N11O2 in a non-equilibrium geometry.

```
165
Properties=species:S:1:pos:R:3:mulliken_charge:R:1
N -2.77868 -3.85603 -0.14581 0.093
H -2.47124 -3.90695 -1.10654 0.501
H -2.10315 -3.19086 0.20247 -0.108
H -2.65773 -4.66504 0.44662 0.431
H -3.66675 -3.37570 -0.17255 0.431
N 0.42727 -2.18879 -3.38161 -0.016
H -0.52587 -2.38916 -3.11427 0.214
H 0.95602 -1.70562 -2.66951 -0.431
H 0.45764 -1.59859 -4.20066 0.424
H 0.88167 -3.09080 -3.37862 0.443
N 4.04816 -0.86497 0.38324 0.607
H 3.98109 -1.62949 1.03983 0.471
H 3.22324 -0.77373 -0.19234 -0.235
H 4.75433 -1.10439 -0.29800 0.253
H 4.07124 0.02295 0.86405 0.125
N 1.21902 -3.73323 -0.02008 0.056
H 0.30316 -3.42605 0.27478 0.090
H 1.21101 -4.42502 -0.75591 0.418
H 1.64182 -4.15318 0.79538 0.420
H 1.64675 -2.91147 -0.42240 -0.340
N -0.80150 -3.25540 3.30650 0.123
H -0.98493 -2.42523 3.85173 -0.159
H -0.91438 -2.85929 2.38430 0.235
H -1.31072 -4.08253 3.58334 0.415
H 0.14643 -3.57539 3.44487 0.445
O 1.73530 -0.98740 -1.15340 -0.439
C 0.82773 -0.22776 -0.38432 1.253
C -0.67042 -0.88024 -0.09423 -0.480
O -0.94821 -2.04852 0.69346 -0.352
H 0.77158 0.80298 -0.73435 -0.391
H 1.36314 -0.11725 0.55867 -0.492
H -1.27369 -1.06711 -0.98263 -0.220
H -1.14409 0.01009 0.31936 -0.280
C 4.67238 2.47092 4.31929 -1.308
C 4.43444 1.30047 3.38767 -0.692
N 4.43466 1.48360 1.88152 0.320
C 5.59248 2.04374 1.30148 -0.717
C 6.90988 1.17251 1.41707 -1.279
C 3.17598 2.19833 1.56888 -0.077
C 2.97158 2.57684 0.08374 -1.263
H 4.67306 2.22336 5.38081 0.429
H 3.93733 3.25685 4.14576 0.295
H 5.61969 2.94115 4.05552 0.304
H 5.09140 0.52108 3.77375 0.441
H 3.50331 0.74862 3.51631 0.213
H 5.36975 2.36668 0.28452 0.318
H 5.70111 3.05157 1.70221 0.613
H 6.86717 0.28674 0.78328 0.048
H 7.81633 1.76523 1.29402 0.429
H 6.94716 0.63225 2.36303 0.353
H 3.01062 3.05722 2.21932 0.568
H 2.31731 1.59814 1.86981 -0.309
H 1.98190 2.99684 -0.09584 0.392
H 3.20073 1.79750 -0.64305 -0.128
H 3.74074 3.30731 -0.16705 0.727
C -1.38067 -0.23893 6.94485 -1.365
C -1.28953 -1.45623 5.86762 -0.806
N -1.96150 -1.11266 4.56657 0.391
C -3.48041 -1.11841 4.70792 -0.200
C -4.17614 -2.40943 5.25153 -1.558
C -1.41602 0.18873 3.98056 -0.385
C 0.11256 0.15143 3.80419 -1.180
H -1.48302 -0.46249 8.00676 0.391
H -2.22917 0.43470 6.82500 0.264
H -0.52428 0.43429 6.98313 0.345
H -0.22565 -1.66226 5.75011 0.494
H -1.71794 -2.35651 6.30815 0.593
H -3.82412 -0.27097 5.30105 0.372
H -3.94832 -0.92835 3.74198 -0.017
H -3.67905 -2.69701 6.17797 0.418
H -5.24834 -2.34330 5.43623 0.412
H -4.07927 -3.26811 4.58716 0.263
H -1.87397 0.95300 4.60848 0.547
H -1.81073 0.20779 2.96472 0.019
H 0.48280 1.02588 3.26906 0.314
H 0.39540 -0.73731 3.24006 0.158
H 0.58963 -0.00147 4.77224 0.428
C -4.52641 -0.81307 -2.45311 -1.470
C -5.17938 -1.34500 -1.22177 -0.290
N -5.06086 -2.81430 -0.95192 0.401
C -5.73495 -3.57245 -2.05310 -0.764
C -5.71725 -5.13749 -1.82727 -1.089
C -5.76296 -2.98927 0.32683 -0.998
C -5.29791 -2.25689 1.56065 -0.954
H -4.46827 0.26686 -2.58902 0.501
H -4.86519 -1.15557 -3.43087 0.395
H -3.45909 -1.02114 -2.52821 0.087
H -4.76913 -0.79055 -0.37775 0.092
H -6.22889 -1.05217 -1.25154 0.338
H -6.73482 -3.14000 -2.09001 0.388
H -5.35914 -3.40759 -3.06289 0.429
H -4.69645 -5.51438 -1.76389 0.212
H -6.30797 -5.27579 -0.92172 0.303
H -6.15263 -5.54055 -2.74165 0.423
H -5.81890 -4.01586 0.68889 0.442
H -6.80078 -2.66715 0.24158 0.546
H -4.21734 -2.13427 1.63448 -0.044
H -5.52831 -2.82329 2.46299 0.547
H -5.77460 -1.28041 1.64628 0.191
C -0.00017 2.28422 -3.19840 -0.107
C 0.57389 3.65411 -3.52757 -0.529
N 0.71486 3.93395 -5.02261 0.001
C 1.51837 5.18425 -5.33052 -0.363
C 3.07061 4.96747 -5.06272 -1.095
C -0.63093 4.01719 -5.65202 -0.148
C -0.62808 4.05782 -7.13475 -1.431
H -0.16277 2.20686 -2.12337 -0.465
H 0.69021 1.50588 -3.52343 0.170
H -0.96039 2.15293 -3.69725 0.460
H -0.06899 4.42474 -3.10221 0.349
H 1.60147 3.68749 -3.16556 0.078
H 1.13509 5.93754 -4.64222 0.335
H 1.37590 5.49307 -6.36610 0.309
H 3.26244 4.23568 -5.84744 0.294
H 3.29895 4.50435 -4.10278 0.207
H 3.64566 5.88345 -5.19838 0.378
H -1.23990 3.12864 -5.48551 0.219
H -1.21016 4.83877 -5.23058 0.283
H -0.13202 4.93602 -7.54802 0.360
H -0.10277 3.20369 -7.56208 0.329
H -1.65088 3.99245 -7.50585 0.415
C 7.90406 -2.41175 -1.42611 -1.376
C 6.89331 -1.77769 -2.37283 -0.758
N 5.44954 -1.86627 -2.07729 0.753
C 4.88425 -3.07237 -1.55049 0.461
C 4.86177 -4.23071 -2.56548 -1.435
C 4.72819 -1.36155 -3.26100 -0.373
C 4.76908 0.19336 -3.22004 -1.420
H 7.67466 -3.45897 -1.22912 0.331
H 7.95864 -1.94015 -0.44493 0.209
H 8.90354 -2.47625 -1.85621 0.442
H 7.25642 -0.76556 -2.55131 0.260
H 7.10001 -2.25278 -3.33182 0.448
H 5.38555 -3.32746 -0.61682 0.649
H 3.85238 -2.93755 -1.22622 -0.887
H 5.86483 -4.53224 -2.86722 0.323
H 4.37232 -5.09900 -2.12433 0.519
H 4.17153 -4.14188 -3.40440 0.268
H 3.68731 -1.66118 -3.38301 0.129
H 5.25920 -1.54976 -4.19412 0.505
H 4.49068 0.70264 -4.14266 0.464
H 5.80746 0.50965 -3.12081 0.444
H 4.13178 0.46347 -2.37803 0.148
C -2.68304 3.25740 -0.69280 -1.759
C -3.37862 2.43811 0.38971 1.386
N -4.38117 3.34128 1.14625 0.181
C -3.71804 4.15427 2.17413 -0.682
C -3.37574 3.34360 3.42774 -0.773
C -5.51727 2.55334 1.57871 -0.106
C -6.38348 2.01556 0.47935 -1.163
H -2.22179 2.75327 -1.54204 0.221
H -1.91762 3.90872 -0.27089 0.395
H -3.41553 3.99504 -1.02061 0.497
H -3.87172 1.59052 -0.08625 -0.712
H -2.68454 1.99243 1.10225 -0.188
H -2.86385 4.64507 1.70768 0.309
H -4.46137 4.88878 2.48407 0.358
H -2.36694 2.93686 3.49824 0.078
H -3.24872 3.94469 4.32810 0.590
H -4.02722 2.51401 3.70243 0.214
H -6.18235 3.15723 2.19603 0.457
H -5.14074 1.74951 2.21132 -0.120
H -5.95997 1.63550 -0.45032 0.193
H -7.06886 2.82471 0.22707 0.386
H -6.79297 1.15450 1.00754 0.325
```

Properties
M in g mol⁻¹: 757.4
Maximum force in eV/A: 3.2
Highest occupied orbital energy in eV: -13.05
LUMO in eV: -8.305
Electronic energy in Ha: -2267.83336
Total charge: +3
Kohn-Sham gap in Ha: 0.175

---

2.
ORCA calculation (wB97M-V/def2-TZVPD) on 12 unconnected molecules or ions with the total composition C38H114N11O2 in a non-equilibrium geometry.

```
165
Properties=species:S:1:pos:R:3:mulliken_charge:R:1
N 4.03283 -0.92331 2.32817 0.186
H 4.13683 -1.87781 2.01479 0.454
H 3.55640 -0.43076 1.58621 0.063
H 4.91369 -0.42960 2.34892 0.523
H 3.53251 -0.86781 3.20379 -0.174
N 1.33340 -2.93220 -0.41212 0.713
H 0.67305 -3.64646 -0.14032 0.052
H 0.98204 -2.22231 -1.03877 -0.395
H 2.07839 -3.31624 -0.97568 0.583
H 1.66624 -2.45256 0.41206 0.129
N -0.07934 0.62894 -4.21371 1.865
H 0.78424 1.13659 -4.08480 0.509
H -0.27489 0.13286 -3.35594 -0.549
H 0.10969 -0.02689 -4.95818 -0.566
H -0.89145 1.17557 -4.46225 0.507
N 3.28824 -0.36908 -2.20196 0.021
H 3.04266 -0.15770 -1.24535 -0.082
H 2.50404 -0.14609 -2.79812 0.020
H 3.42431 -1.36946 -2.17335 0.450
H 4.03651 0.29261 -2.35149 0.458
N 3.07774 3.14674 0.80202 0.054
H 2.47025 3.78572 1.29473 0.200
H 2.98583 3.32292 -0.18824 0.427
H 2.84335 2.19046 1.02719 -0.080
H 4.00452 3.28696 1.17821 0.470
O 0.27719 -0.51658 -1.76212 -1.026
C 0.16009 0.42019 -0.64490 -0.920
C 1.15081 0.37911 0.61252 1.876
O 2.54520 0.34248 0.39385 -1.158
H -0.88116 0.38950 -0.32401 0.388
H 0.22502 1.41600 -1.08336 -0.232
H 0.84905 -0.54177 1.11154 -0.784
H 0.90283 1.13383 1.35884 -0.125
C -1.19923 3.47747 -3.48880 -1.032
C -2.42535 3.10279 -4.35623 -0.810
N -2.60532 1.70113 -4.42365 0.403
C -3.46048 1.48412 -5.67591 -0.498
C -2.62237 1.60041 -6.92501 -1.358
C -3.24824 1.27408 -3.16346 -0.778
C -3.43469 -0.27965 -3.07490 -0.996
H -1.09016 3.11465 -2.46676 0.048
H -0.84168 4.50614 -3.44286 0.534
H -0.35282 2.87416 -3.81697 0.202
H -3.30686 3.66613 -4.05013 0.441
H -2.17703 3.54922 -5.31911 0.373
H -3.77115 0.44174 -5.60497 0.345
H -4.34805 2.11339 -5.61009 0.338
H -2.13348 2.57386 -6.96353 0.341
H -1.80098 0.88709 -6.85735 0.254
H -3.19793 1.51835 -7.84702 0.452
H -4.20340 1.78563 -3.04479 0.451
H -2.65745 1.61291 -2.31242 0.298
H -3.44626 -0.52982 -2.01406 0.443
H -2.57597 -0.74413 -3.55963 -0.190
H -4.43000 -0.52496 -3.44541 0.477
C 2.94221 5.70734 3.78461 -1.224
C 2.31668 6.01561 2.40616 -0.586
N 1.22338 5.06128 1.97131 0.406
C 0.26510 4.59539 2.97931 -0.296
C -0.72488 5.51289 3.56560 -1.707
C 0.61680 5.63785 0.73413 -0.951
C -0.17699 4.53663 -0.01414 -0.720
H 3.12823 4.64777 3.96012 0.188
H 2.39913 6.03818 4.66988 0.320
H 3.97041 6.05903 3.69964 0.403
H 1.81682 6.98237 2.46624 0.532
H 3.10202 6.00019 1.65044 0.465
H -0.17149 3.70061 2.53564 0.009
H 0.78875 4.10201 3.79814 0.314
H -1.25703 5.10850 4.42663 0.433
H -0.25557 6.42190 3.94183 0.275
H -1.51473 5.78367 2.86493 0.366
H 1.30811 5.83761 -0.08458 0.373
H -0.00956 6.48335 1.01855 0.494
H 0.49393 3.70028 -0.21032 -0.049
H -0.64027 4.96338 -0.90372 0.377
H -1.02965 4.01973 0.42620 0.409
C 1.57664 -2.87027 3.92138 -0.716
C 2.55320 -2.49661 5.15789 -0.936
N 2.96677 -1.10457 5.00751 0.644
C 4.18174 -0.78835 5.81628 -0.543
C 5.32427 -1.69943 5.44600 -1.257
C 1.84482 -0.14115 5.32576 -1.079
C 1.94125 1.15945 4.56942 -0.815
H 2.06511 -2.63855 2.97491 0.009
H 0.64216 -2.31269 3.98426 0.188
H 1.26027 -3.91261 3.88223 0.545
H 1.99248 -2.66412 6.07748 0.390
H 3.37274 -3.21507 5.14147 0.371
H 4.50110 0.22283 5.56405 0.275
H 3.94724 -1.00098 6.85930 0.416
H 5.28114 -2.74722 5.74329 0.398
H 5.51624 -1.50009 4.39171 0.172
H 6.19134 -1.33890 5.99946 0.419
H 1.85061 0.20548 6.35916 0.256
H 0.89101 -0.56415 5.01044 0.379
H 1.99490 0.98961 3.49407 0.125
H 2.73010 1.82951 4.91123 0.500
H 0.94161 1.58424 4.66086 0.327
C -6.07695 -1.26714 4.31522 -1.470
C -4.63464 -0.95152 4.56352 -0.097
N -4.23927 0.37806 4.13091 0.295
C -2.83312 0.77371 4.38346 -1.313
C -1.83711 0.35276 3.27428 0.148
C -5.14139 1.53759 4.27644 -0.635
C -4.76877 2.72445 3.28440 -1.021
H -6.56423 -1.34449 3.34327 0.333
H -6.66763 -0.52220 4.84836 0.407
H -6.29773 -2.18795 4.85510 0.391
H -4.52507 -0.83581 5.64181 0.375
H -3.99349 -1.70285 4.10250 0.086
H -2.46767 0.32313 5.30624 0.373
H -2.79954 1.82743 4.66032 0.449
H -2.19724 0.79198 2.34396 0.287
H -1.72105 -0.70345 3.03127 -0.251
H -0.86261 0.83551 3.34772 -0.064
H -6.16211 1.25338 4.02061 0.464
H -5.12311 1.84222 5.32284 0.356
H -3.87231 3.22044 3.65650 0.154
H -4.58526 2.27150 2.31010 0.254
H -5.51860 3.49734 3.11563 0.428
C 2.09683 0.75159 -6.65812 -1.241
C 2.17401 -0.74176 -6.30961 -0.657
N 0.88040 -1.26768 -5.82496 0.256
C 1.00463 -2.34454 -4.81994 0.568
C 1.50923 -3.62539 -5.28879 -1.682
C -0.05000 -1.58295 -6.91284 -0.792
C -1.49052 -1.96625 -6.40517 -1.150
H 2.75516 0.86917 -7.51885 0.380
H 2.50267 1.46167 -5.93758 0.331
H 1.09308 1.04934 -6.96131 0.201
H 2.43350 -1.39864 -7.13984 0.478
H 2.96203 -0.89732 -5.57278 0.453
H 1.52923 -1.98892 -3.93313 -0.441
H 0.00351 -2.61581 -4.48486 -0.112
H 2.35634 -3.51915 -5.96645 0.386
H 1.87167 -4.18492 -4.42644 0.477
H 0.75966 -4.24183 -5.78502 0.352
H 0.25818 -2.37663 -7.59344 0.439
H -0.18721 -0.70411 -7.54285 0.603
H -1.73583 -3.02772 -6.43973 0.389
H -2.22273 -1.51440 -7.07434 0.392
H -1.82416 -1.62111 -5.42656 0.179
C -1.30502 -3.07554 1.65290 -0.495
C -1.59947 -4.29585 0.82325 -1.330
N -0.49930 -4.89009 0.12107 0.276
C 0.30913 -5.72892 1.09983 0.077
C 1.53182 -6.27025 0.43143 -1.498
C -1.00677 -5.66626 -1.06459 -0.721
C -1.27945 -4.71348 -2.25942 -1.010
H -0.84282 -2.33556 0.99952 0.019
H -0.59161 -3.18268 2.47001 0.098
H -2.22930 -2.60583 1.98930 0.446
H -2.21078 -5.02185 1.35927 0.409
H -2.26611 -3.93300 0.04092 0.447
H 0.60921 -4.96044 1.81221 -0.314
H -0.15309 -6.41702 1.80762 0.566
H 2.27140 -6.46247 1.20872 0.491
H 1.24572 -7.22953 0.00014 0.363
H 2.00535 -5.66251 -0.33962 0.245
H -1.87616 -6.26578 -0.79471 0.296
H -0.31624 -6.42883 -1.42479 0.434
H -1.53527 -5.40562 -3.06166 0.529
H -0.33564 -4.24424 -2.53714 0.021
H -2.00569 -3.90133 -2.22633 0.399
```

Properties
M in g mol⁻¹: 757.4
Maximum force in eV/A: 3.4
Highest occupied orbital energy in eV: -12.65
LUMO in eV: -7.551
Electronic energy in Ha: -2267.91521
Total charge: +3
Kohn-Sham gap in Ha: 0.187

---

3.
ORCA calculation (wB97M-V/def2-TZVPD) on a molecular structure, C38H21Br4IrN4O8S3.

```
79
Properties=species:S:1:pos:R:3:lowdin_spin:R:1
Ir 1.08417 -1.25307 -1.28232 0.529
O 6.36740 -1.82496 1.81819 0.000
C 5.17766 -1.83071 1.16826 0.000
C 5.08513 -1.72183 -0.20900 0.000
C 3.83430 -1.68083 -0.76843 -0.001
N 2.69659 -1.75407 -0.05052 -0.004
C 2.78450 -2.00346 1.28235 -0.001
C 4.02071 -1.99529 1.90585 0.000
C 1.57145 -2.41328 2.18864 0.000
O 1.81761 -2.34099 3.40277 0.000
O 0.53819 -2.76009 1.60080 -0.001
C 3.68561 -1.65530 -2.27116 0.002
O 4.64488 -1.81828 -2.99269 0.007
O 2.46734 -1.46586 -2.68402 0.014
H 7.07732 -1.71048 1.17770 0.000
H 5.94638 -1.67701 -0.86354 0.000
H 4.04384 -2.16412 2.97226 0.000
Br -3.79758 -3.31537 -5.73287 0.009
C -2.39929 -3.28017 -4.46780 0.034
C -1.88967 -4.46827 -3.94033 0.002
Br -2.57969 -6.13665 -4.48903 -0.002
C -0.86623 -4.42396 -2.99380 0.029
Br -0.13037 -5.96903 -2.21473 0.005
C -0.34948 -3.20172 -2.58344 0.002
O 0.61911 -3.09532 -1.67823 0.191
C -0.84356 -2.00040 -3.13114 0.024
O -0.31718 -0.87395 -2.70433 0.061
C -1.88173 -2.05292 -4.05653 0.000
Br -2.52752 -0.39699 -4.68555 -0.002
O 1.76534 0.57747 -0.86299 0.082
C 1.62436 1.87816 -1.37022 0.005
C 2.06453 1.93396 -2.82626 0.004
C 1.31667 2.24446 -3.92298 0.000
C 2.01787 2.05989 -5.14571 0.001
C 3.28469 1.60468 -4.95247 0.000
S 3.63389 1.40156 -3.29458 0.001
C 0.21246 2.46785 -1.29269 0.002
C -0.98842 1.88331 -1.55366 0.000
C -2.07670 2.79909 -1.52251 0.000
C -1.67815 4.07321 -1.26214 0.000
S 0.01377 4.16572 -1.03922 0.000
C 2.53059 2.72395 -0.46855 0.000
C 3.60910 3.50399 -0.75805 0.000
C 4.21059 4.08363 0.39593 0.000
C 3.57911 3.72570 1.54436 0.000
S 2.25405 2.69174 1.23452 0.000
H 0.28674 2.56430 -3.86054 0.000
H 1.58812 2.23982 -6.12061 0.000
H 4.02595 1.35837 -5.69531 0.000
H -1.09157 0.84809 -1.83184 0.000
H -3.10454 2.51187 -1.69513 0.000
H -2.28981 4.95659 -1.17197 0.000
H 3.95426 3.68600 -1.76298 0.000
H 5.07220 4.73494 0.36283 0.000
H 3.82048 4.01499 2.55452 0.000
N -3.07457 0.44992 4.31736 0.000
C -4.25928 0.51697 5.01492 0.000
C -4.57308 0.93385 6.30433 0.000
C -5.90225 0.86101 6.67288 0.000
C -6.88539 0.38939 5.78768 0.000
C -6.56487 -0.02396 4.51051 0.000
C -5.22772 0.04016 4.11988 0.000
N -4.63753 -0.31136 2.92024 0.000
C -3.36770 -0.05739 3.07735 0.000
C -2.33826 -0.28505 2.05575 0.002
C -2.67844 -0.92106 0.87030 0.000
C -1.69950 -1.14547 -0.07558 0.003
N -0.43627 -0.75358 0.10003 -0.001
C -0.09758 -0.16110 1.24606 0.000
C -1.01640 0.10240 2.23561 0.000
H -2.15900 0.66583 4.66732 0.000
H -3.81702 1.29595 6.98877 0.000
H -6.19359 1.17333 7.66735 0.000
H -7.91457 0.34945 6.12006 0.000
H -7.31638 -0.39062 3.82424 0.000
H -3.69335 -1.24712 0.69804 0.000
H -1.93633 -1.64352 -1.00233 0.000
H 0.94035 0.11704 1.34857 0.000
H -0.66670 0.59599 3.13153 0.000
```

Properties
M in g mol⁻¹: 1269.6
Maximum force in eV/A: 1.0
Highest occupied orbital energy (spin up / spin down) in eV: -5.76 / -5.69
LUMO (spin up / spin down) in eV: 1.600 / 0.145
Electronic energy in Ha: -13876.76912
Total charge: -1
Kohn-Sham gap (spin up / spin down) in Ha: 0.270 / 0.214
Spin multiplicity: 2